Entry 1:
Formula: C18H41N2OP3Rh
Source: the Open Molecules 2025 dataset
Level of theory: ωB97M-V with the def2-TZVPD basis set

Geometry as XYZ:
```
66
Properties=species:S:1:pos:R:3:mulliken_spin:R:1
Rh 0.3065 -0.0069 -0.5519 1.99
P 0.9926 2.0508 -0.7071 0.16
P 2.2093 -1.2242 -0.4893 0.22
N -1.4007 0.8203 -1.5839 0.95
N -0.5028 -1.6713 -1.4062 0.48
H -2.8377 0.1787 -2.8549 0.02
H -2.5229 -2.2938 -1.5131 0.03
H -3.2214 -0.1839 -1.1464 0.04
C -2.3977 -0.1320 -1.8946 -0.03
H -1.8069 -1.8148 -3.0840 0.03
C -1.8349 -1.5731 -2.0005 0.02
H -2.1672 2.7756 -1.6627 0.06
H -0.1983 -3.6307 -2.0708 0.03
C -1.4291 2.1368 -2.1838 -0.04
C 0.2590 -2.7427 -1.5983 0.14
H -0.2568 3.8290 -1.5407 0.00
C -0.0555 2.8507 -1.9902 0.08
H 0.5679 3.0260 -2.8773 -0.01
H 3.3634 -0.9430 -1.2533 0.05
H 2.7831 -1.6720 0.7453 0.03
H 2.3571 2.2045 -1.0683 0.03
H 0.7501 2.9593 0.3830 0.03
O 3.3381 0.2437 -3.3038 0.01
C 2.5733 0.1569 -4.2761 0.01
C 2.1684 1.3844 -5.0684 -0.01
C 1.8873 -1.0880 -4.7480 -0.01
H -1.8450 2.2206 -3.1682 0.03
H 1.4651 2.0091 -4.5073 0.01
H 3.0916 1.9442 -5.2141 0.00
H 1.6530 1.1299 -6.0006 0.00
H 1.3139 -1.5411 -3.9439 0.03
H 1.2058 -0.8260 -5.5549 0.00
H 2.5855 -1.8356 -5.1395 0.00
C 1.5940 -2.7366 -1.2158 0.43
H 2.2420 -3.5976 -1.3683 -0.03
C 0.6552 -2.7681 2.1671 0.02
C -0.4425 -1.7904 2.5851 0.03
C -0.4543 -1.7287 4.1187 0.01
P -0.3790 -0.1660 1.6984 0.03
C -2.1426 0.4081 1.6659 0.02
C -2.9703 0.0605 2.9069 0.01
C -2.2650 1.8913 1.3146 0.02
C 0.6248 1.0561 2.6770 0.06
C 0.1045 1.4719 4.0543 0.01
C 2.1005 0.6527 2.7768 0.04
H 1.6514 -2.3824 2.4238 -0.01
H 0.6179 -2.9895 1.0962 0.00
H 0.5204 -3.7171 2.7082 0.00
H -1.4093 -2.2105 2.2525 0.01
H 0.5260 -1.4466 4.5276 0.00
H -1.2216 -1.0721 4.5378 0.00
H -0.6677 -2.7379 4.5018 0.00
H -2.5542 -0.1625 0.8100 0.00
H -2.6232 0.5971 3.8005 0.00
H -4.0063 0.3768 2.7222 0.00
H -2.9923 -1.0156 3.1118 0.00
H -1.9388 2.0629 0.2822 -0.01
H -3.3232 2.1816 1.3625 0.00
H -1.6957 2.5532 1.9801 0.00
H 0.5951 1.9596 2.0440 -0.02
H 0.1780 0.6645 4.7879 0.00
H 0.7274 2.2897 4.4447 0.00
H -0.9229 1.8463 4.0562 0.00
H 2.5653 0.5250 1.7950 -0.01
H 2.6574 1.4481 3.2923 0.00
H 2.2554 -0.2654 3.3558 0.00
```

As for the HOMO-LUMO gap (alpha / beta): 7.10 / 5.78 eV. The spin multiplicity is 6. The LUMO energy (alpha / beta) is -5.26 / -9.27 eV. The value obtained for the HOMO energy (alpha / beta) is -0.45398 / -0.55315 Eh. As for the expectation value of S²: 8.785. As for the charge: +2.

Entry 2:
Formula: C5H10BrN2O
Source: the Open Molecules 2025 dataset
Level of theory: ωB97M-V with the def2-TZVPD basis set

Geometry as XYZ:
```
19
Properties=species:S:1:pos:R:3:nbo_charge:R:1
C 0.7153 0.7094 1.5232 0.27
C -0.7608 -0.7530 0.3185 -0.05
C 1.2880 -0.0106 -0.7244 -0.19
C 0.8847 -1.1702 -1.2664 0.05
C -0.4818 1.6836 -0.2380 -0.41
N 0.1753 0.4857 0.2462 -0.28
N -0.2319 -1.6223 -0.6638 -0.62
O 1.1881 -0.2132 2.3109 -0.63
Br -3.0468 -1.9446 -2.0383 0.03
H 0.7716 1.6795 1.7301 0.16
H -0.8405 -1.2606 1.3433 0.25
H -1.7871 -0.3173 0.0124 0.22
H 1.9104 0.8093 -1.1049 0.25
H 1.4199 -1.8186 -1.9864 0.27
H -1.0816 1.2319 -1.0220 0.23
H -1.0516 2.1960 0.4695 0.24
H 0.2265 2.2857 -0.8564 0.25
H 1.6233 0.1583 3.1273 0.53
H -0.9211 -2.1289 -1.1806 0.42
```

As for the HOMO-LUMO gap (alpha / beta): 9.35 / 4.25 eV. The spin multiplicity is 1. The LUMO energy (alpha / beta) is -3.40 / -7.30 eV. The value obtained for the HOMO energy (alpha / beta) is -0.46874 / -0.42443 Eh. As for the charge: +1.

Entry 3:
Formula: C20H16BrF3N2O2
Source: the Open Molecules 2025 dataset
Level of theory: ωB97M-V with the def2-TZVPD basis set

Geometry as XYZ:
```
44
Properties=species:S:1:pos:R:3:nbo_charge:R:1
F -2.9956 -6.9199 -0.7262 -0.31
F 5.4680 2.1482 0.3783 -0.31
F 3.7869 1.2975 -1.5440 -0.33
Br -3.3921 -3.4598 2.8475 0.17
N -1.2041 -1.5715 2.0115 -0.11
O -0.8774 -0.1833 2.1112 -0.32
O -0.4912 2.6015 2.6185 -0.72
C -1.4130 -1.8966 0.7727 0.13
C -1.1802 -0.7178 -0.0548 -0.35
C -0.8354 0.2380 0.8019 0.34
C -1.9755 -4.8530 -1.3424 -0.28
C 3.6245 2.3700 1.9345 -0.24
C -3.2079 -5.1796 0.7766 -0.30
C -1.5010 -3.6735 -0.8616 -0.17
C 2.2765 2.4839 2.1199 -0.23
C 1.8724 1.7764 -0.1380 -0.26
C -2.8745 -5.6300 -0.5139 0.43
C 4.1364 2.1062 0.6772 0.32
C 3.2728 1.7556 -0.3283 0.33
C -2.8093 -3.9400 1.2119 -0.09
C -1.8769 -3.1872 0.3711 -0.12
C 1.4397 2.2649 1.0946 -0.04
N -2.5868 3.4003 0.2075 -0.64
C -1.8267 4.5085 0.8130 -0.22
C -2.4539 2.0544 0.7122 -0.21
C -0.3019 4.1744 0.8459 -0.42
C -1.0215 1.7072 0.4543 -0.31
C -0.0941 2.6401 1.2980 0.28
H -0.1432 1.7717 2.9961 0.49
H -1.3024 -0.6960 -1.1944 0.24
H -1.6579 -5.2019 -2.3264 0.23
H 4.4037 2.8558 2.6233 0.24
H -3.8320 -5.8578 1.3418 0.24
H -0.8300 -3.1819 -1.6128 0.23
H 1.9278 2.8804 3.0531 0.24
H 1.2637 1.3091 -0.9892 0.25
H -3.5567 3.5858 0.2030 0.36
H -2.0460 5.3472 0.1656 0.21
H -2.2034 4.7007 1.8006 0.18
H -3.1165 1.3044 0.2039 0.21
H -2.7678 1.9490 1.8273 0.18
H 0.2669 4.8334 1.5764 0.22
H 0.2659 4.3950 -0.0621 0.22
H -0.8998 1.7553 -0.6125 0.24
```

As for the HOMO-LUMO gap: 9.01 eV. The spin multiplicity is 1. The LUMO energy is 0.14 eV. The value obtained for the HOMO energy is -0.32593 Eh. As for the charge: 0.

Entry 4:
Formula: C42H90N8
Source: the Open Molecules 2025 dataset
Level of theory: ωB97M-V with the def2-TZVPD basis set

Geometry as XYZ:
```
140
Properties=species:S:1:pos:R:3:mulliken_charge:R:1
N -1.7785 3.8049 3.4998 0.11
C -1.4514 3.6364 4.8179 -0.71
C -1.6278 4.8757 5.4989 -0.28
C -2.2070 5.7635 4.5968 -0.57
C -2.2939 5.0880 3.4114 -0.37
H -1.5581 3.2353 2.6955 0.22
H -0.9969 2.7150 5.1508 0.36
H -1.4394 5.0924 6.5400 0.43
H -2.4908 6.7947 4.7472 0.40
H -2.6107 5.3867 2.4231 0.39
N -1.5311 -2.0427 -8.1971 0.03
C -2.0251 -3.3271 -8.1281 -0.46
C -2.1435 -3.7216 -6.7960 -0.63
C -1.7048 -2.6029 -6.0602 -0.19
C -1.3251 -1.5939 -6.9485 -0.65
H -1.2964 -1.5690 -9.0577 0.21
H -2.1174 -3.8909 -9.0446 0.37
H -2.5078 -4.6590 -6.4024 0.39
H -1.6649 -2.5523 -4.9821 0.53
H -0.8933 -0.6131 -6.8142 0.40
N 9.1856 -3.2396 2.3009 -0.02
C 8.5683 -4.2133 1.5503 -0.56
C 7.2435 -3.9771 1.6497 -0.34
C 7.0537 -2.9896 2.6357 -0.40
C 8.2863 -2.5744 3.0924 -0.45
H 10.1551 -2.9813 2.1856 0.22
H 9.1791 -4.8328 0.9104 0.36
H 6.4321 -4.4463 1.1129 0.46
H 6.0877 -2.5969 2.9167 0.37
H 8.6923 -1.7887 3.7124 0.36
C 0.4849 -6.0975 3.0478 -1.31
C 0.6057 -5.8470 1.4893 -0.25
N 0.4676 -7.1410 0.7832 0.02
C 0.4793 -6.8980 -0.6486 -0.74
C -0.9343 -6.6202 -1.2890 -1.34
C 1.4757 -8.1006 1.1637 -0.74
C 2.9115 -7.6808 0.7619 -0.92
H 1.2098 -6.7394 3.5483 0.31
H -0.4811 -6.5076 3.3426 0.32
H 0.5519 -5.1109 3.5062 0.41
H -0.1830 -5.1845 1.1329 0.31
H 1.5420 -5.3414 1.2530 0.31
H 1.2272 -6.1924 -1.0104 0.43
H 0.8472 -7.7724 -1.1854 0.46
H -0.8815 -6.7609 -2.3686 0.41
H -1.6615 -7.2975 -0.8412 0.33
H -1.1383 -5.5568 -1.1647 0.25
H 1.2710 -8.9174 0.4715 0.41
H 1.2625 -8.4776 2.1640 0.44
H 2.9007 -7.2624 -0.2446 0.20
H 3.5980 -8.5275 0.7638 0.42
H 3.4195 -6.9961 1.4410 0.26
C -10.3151 2.0330 -2.4195 -1.40
C -8.8827 2.3331 -1.9952 -0.27
N -8.8101 2.5046 -0.5719 -0.04
C -9.3033 1.4184 0.3082 -0.70
C -8.6845 -0.0210 0.1024 -1.00
C -7.3886 2.7528 -0.1774 -0.44
C -6.8214 4.0320 -0.7465 -1.42
H -11.0672 2.4935 -1.7789 0.37
H -10.5478 0.9902 -2.2035 0.28
H -10.5006 2.2369 -3.4740 0.37
H -8.2848 1.4939 -2.3509 0.33
H -8.5006 3.2096 -2.5185 0.41
H -9.2416 1.6521 1.3710 0.43
H -10.3870 1.4102 0.1910 0.36
H -7.6050 -0.0461 0.2512 0.26
H -9.0608 -0.7511 0.8190 0.43
H -8.8924 -0.4435 -0.8806 0.24
H -6.7374 1.9183 -0.4377 0.28
H -7.4239 2.7309 0.9118 0.44
H -5.9326 4.1902 -0.1355 0.41
H -7.4451 4.9242 -0.6899 0.32
H -6.5050 3.8746 -1.7776 0.37
C -2.3187 -0.9656 -0.5959 -1.47
C -0.8910 -0.4118 -0.6513 -0.29
N -0.7246 0.9933 -0.0473 0.10
C -1.5733 1.9745 -0.7805 -0.47
C -1.2847 2.1365 -2.2791 -1.17
C 0.6467 1.4127 0.0430 -0.43
C 1.3738 0.6945 1.1367 -1.26
H -2.8748 -0.3999 0.1517 0.41
H -2.4087 -1.9978 -0.2573 0.32
H -2.8873 -0.7084 -1.4896 0.34
H -0.1670 -1.0376 -0.1294 0.34
H -0.4884 -0.4503 -1.6635 0.40
H -2.5880 1.5777 -0.8127 0.20
H -1.5719 2.9663 -0.3283 0.39
H -0.2455 2.4352 -2.4171 0.28
H -1.5113 1.2794 -2.9131 0.24
H -1.9394 2.9699 -2.5340 0.46
H 0.7303 2.4745 0.2744 0.40
H 1.1924 1.3278 -0.8967 0.24
H 1.4112 -0.3921 1.0600 0.32
H 1.0871 0.9627 2.1535 0.24
H 2.4236 0.9782 1.0621 0.42
C 3.1393 -5.4274 -4.8506 -1.37
C 2.8567 -3.8798 -5.0124 -0.19
N 4.0310 -3.0275 -5.1037 0.17
C 3.8573 -1.8094 -5.8057 -0.36
C 3.6689 -1.9622 -7.3593 -1.40
C 4.5426 -2.7230 -3.7534 -0.74
C 3.7277 -1.6993 -2.9333 -1.07
H 3.2852 -5.7671 -3.8252 0.21
H 4.0449 -5.6479 -5.4159 0.35
H 2.3246 -5.9922 -5.3038 0.42
H 2.2975 -3.7480 -5.9387 0.29
H 2.1306 -3.5388 -4.2745 0.23
H 2.9749 -1.2305 -5.5329 0.26
H 4.7977 -1.2623 -5.7388 0.35
H 4.5058 -2.4790 -7.8291 0.38
H 2.7742 -2.4922 -7.6858 0.29
H 3.7423 -1.0337 -7.9254 0.43
H 5.5540 -2.3224 -3.8219 0.37
H 4.6288 -3.5955 -3.1058 0.33
H 4.2191 -1.3922 -2.0101 0.49
H 2.8032 -2.1449 -2.5662 0.26
H 3.5209 -0.7492 -3.4259 0.29
C 1.4203 8.3124 7.5373 -1.09
C 2.9415 8.3107 7.2579 -0.59
N 3.2905 7.5621 6.0090 -0.13
C 3.0130 6.1628 6.2705 -0.47
C 3.6286 5.2148 5.2367 -1.40
C 2.5681 7.9267 4.7575 -0.20
C 2.8830 9.3263 4.4146 -1.45
H 1.1345 9.1438 8.1817 0.39
H 1.0767 7.4197 8.0599 0.33
H 0.7713 8.4595 6.6740 0.27
H 3.3552 9.3174 7.1987 0.35
H 3.3996 7.8424 8.1291 0.41
H 3.3345 5.9758 7.2951 0.47
H 1.9551 6.0314 6.4982 0.34
H 2.9386 5.0991 4.4009 0.28
H 4.5858 5.6466 4.9444 0.34
H 3.8929 4.2383 5.6426 0.42
H 1.4927 7.7496 4.7772 0.25
H 2.9481 7.3167 3.9380 0.47
H 2.7363 9.3876 3.3362 0.42
H 3.8591 9.6235 4.7979 0.34
H 2.0996 9.9505 4.8444 0.26
```

As for the HOMO-LUMO gap: 8.38 eV. The spin multiplicity is 1. The LUMO energy is 0.35 eV. The value obtained for the HOMO energy is -0.29535 Eh. As for the charge: 0.

Entry 5:
Formula: C6H8Br2N
Source: the Open Molecules 2025 dataset
Level of theory: ωB97M-V with the def2-TZVPD basis set

Geometry as XYZ:
```
17
Properties=species:S:1:pos:R:3:nbo_charge:R:1
C 0.3135 -0.3714 -2.0855 -0.21
C 1.4152 -0.3881 -1.1867 -0.16
C -0.9131 -0.4096 -1.6106 -0.23
C 1.3043 -0.2388 0.1387 -0.06
C -1.0943 -0.0614 -0.1854 0.11
C 0.0194 0.5338 2.1553 -0.42
N 0.0618 0.3569 0.6347 -0.47
Br -1.8689 -1.8910 0.7630 0.03
Br -2.4410 1.4527 -0.1907 0.14
H 0.3743 -0.5190 -3.1087 0.25
H 2.3913 -0.6257 -1.6464 0.27
H -1.8240 -0.5580 -2.2531 0.29
H 2.0952 -0.0196 0.7864 0.24
H -0.2298 -0.4554 2.6027 0.26
H 1.0535 0.7295 2.5238 0.26
H -0.8179 1.2025 2.4212 0.26
H 0.1603 1.2625 0.2412 0.45
```

As for the HOMO-LUMO gap: 8.94 eV. The spin multiplicity is 1. The LUMO energy is -4.83 eV. The value obtained for the HOMO energy is -0.50609 Eh. As for the charge: +1.

Entry 6:
Formula: C24H27BrN2O3
Source: the Open Molecules 2025 dataset
Level of theory: ωB97M-V with the def2-TZVPD basis set

Geometry as XYZ:
```
57
Properties=species:S:1:pos:R:3:nbo_charge:R:1
C -0.0218 -6.1995 -0.3375 -0.21
H -0.1699 -7.2683 -0.4571 0.19
O -1.1412 -5.4289 -0.3635 -0.47
C -1.2313 -4.1901 -0.3053 0.32
C -0.1200 -3.5435 -0.4483 -0.36
C -0.3134 -2.0750 -0.1700 -0.18
C -1.5809 -1.4863 0.0539 -0.04
C -2.6498 -2.1397 -0.2638 -0.24
C -2.5853 -3.5082 -0.3121 -0.26
H -3.3768 -4.1977 -0.2456 0.21
H -3.6595 -1.4988 -0.1116 0.23
C -1.6834 0.2494 -0.1247 0.00
N -2.9325 0.4250 -0.1524 -0.55
C -3.6314 0.6390 1.2696 -0.23
C -5.1675 0.6323 0.8607 -0.45
C -5.5477 1.9318 0.4131 -0.38
C -4.6157 1.8986 -0.9384 -0.42
C -3.2039 1.8390 -0.5943 -0.26
H -2.4867 2.0319 -1.6667 0.21
H -2.8600 2.7771 0.0784 0.21
H -5.0006 1.2644 -1.7684 0.23
H -4.9319 3.1181 -1.3239 0.19
H -6.5482 2.1383 0.1133 0.22
H -5.2903 2.8483 1.1214 0.19
H -5.4770 -0.0135 0.1163 0.23
H -5.6039 0.6033 1.9304 0.20
H -3.4009 -0.5738 1.7300 0.23
H -3.3189 1.5417 1.8679 0.23
C -0.8623 0.6774 1.3077 -0.21
N 0.6736 0.7200 1.0594 -0.62
C 1.2442 1.9005 0.2957 0.68
O 0.6035 2.7594 -0.1524 -0.57
C 2.7134 1.6441 0.1674 0.11
C 3.5881 2.3247 -0.4146 0.00
C 4.8206 1.6757 -0.3429 -0.16
C 6.2036 2.2350 -0.6932 -0.15
C 7.1599 1.0835 -0.7047 -0.16
C 6.8049 -0.1338 0.3066 -0.13
C 5.5061 -0.4366 0.4511 -0.24
C 4.4415 0.6186 0.3255 0.34
O 3.3260 0.3301 0.6894 -0.38
H 5.1480 -1.3622 1.1153 0.22
Br 8.0921 -1.4792 0.3178 0.08
H 8.1063 1.1279 -0.7919 0.17
H 6.3021 3.0462 -1.2450 0.20
C 3.5541 3.7591 -0.9296 -0.65
H 3.7938 3.7681 -1.9165 0.22
H 2.4794 3.9395 -0.8027 0.25
H 4.0206 4.6293 -0.4529 0.24
H 1.0650 0.0266 1.2965 0.34
H -0.9631 0.1734 2.0430 0.16
H -1.0808 1.7907 1.2981 0.20
H -0.9089 0.6259 -1.0178 0.24
H 0.7131 -1.4847 -0.1788 0.20
H 0.9539 -3.8730 -0.2617 0.23
H 0.5165 -5.8353 -1.1227 0.17
H 0.5349 -6.0657 0.3824 0.16
```

As for the HOMO-LUMO gap: 7.86 eV. The spin multiplicity is 1. The LUMO energy is 0.07 eV. The value obtained for the HOMO energy is -0.28616 Eh. As for the charge: 0.